Entry 1:
Formula: C15H21N4O4ReS3Se
Source: the OMol25 dataset
Level of theory: wB97M-V/def2-TZVPD

Geometry (Å):
Re 0.040 -0.092 0.957
Se -0.346 -0.198 3.215
S -2.198 0.230 0.027
S 3.079 -0.795 -0.352
S -0.533 -2.424 0.517
O 3.464 -0.346 -1.671
O 4.092 -0.864 0.672
O 0.185 2.021 0.857
O 1.437 3.765 0.200
N -2.328 2.862 -0.673
N 1.857 0.188 0.197
N -2.338 2.393 1.552
N -0.434 -4.131 2.805
C -3.546 4.552 1.889
C -2.281 1.964 0.310
C 2.416 1.598 0.297
C -2.097 2.571 -2.102
C -0.634 2.477 -2.495
C 1.307 -4.908 -0.790
C -0.462 -3.395 1.904
C 1.268 -4.010 -1.853
C -2.231 3.783 1.971
C 1.946 -4.533 0.389
C 2.390 -2.376 -0.525
C 0.613 -6.245 -0.880
C 1.293 2.572 0.440
C 1.800 -2.737 -1.729
C 2.492 -3.271 0.531
H -2.589 3.371 -2.652
H 0.793 -4.306 -2.786
H -0.344 -6.197 -0.351
H 3.009 1.866 -0.567
H -2.115 1.677 2.238
H 2.976 -2.964 1.450
H -1.875 3.757 2.998
H -3.402 5.587 2.209
H 1.204 -7.038 -0.415
H -1.439 4.265 1.391
H 1.992 -5.232 1.218
H -2.049 3.791 -0.391
H -2.610 1.644 -2.332
H -0.550 2.256 -3.564
H -4.297 4.090 2.534
H 0.410 -6.522 -1.916
H -0.101 3.406 -2.282
H -0.142 1.677 -1.942
H -3.941 4.557 0.870
H 3.047 1.694 1.177
H 1.775 -2.030 -2.548

Computed properties:
Multiplicity: 2
Total charge: -1
E_HOMO (alpha / beta): -3.988 / -4.029 eV
Strongest force on any atom: 1.63 eV/A
<S²>: 0.757
Energy relative to the best compared isomer or geometry (same formula, charge and spin): 0.2625 eV

Entry 2:
Formula: C15H21N6OPPt
Source: the OMol25 dataset
Level of theory: wB97M-V/def2-TZVPD

Geometry (Å):
Pt 0.318 0.001 0.045
P 0.066 0.000 -3.464
O 0.045 0.000 1.978
N -1.395 2.368 -2.792
N -1.396 -2.360 -2.785
N 2.908 0.002 -3.074
N 1.750 0.001 -1.244
N -0.603 1.353 -1.057
N -0.602 -1.343 -1.055
C -1.756 -3.086 -1.681
C 3.303 0.002 -4.505
C -1.258 -2.451 -0.586
C 1.019 -0.003 4.111
C -0.677 -1.302 -2.413
C -0.677 1.309 -2.416
C -1.257 2.460 -0.592
C -1.746 2.739 -4.190
C -1.751 -2.735 -4.180
C -1.546 0.000 3.727
C 3.797 0.002 -2.039
C -0.169 -0.001 3.263
C 3.083 0.001 -0.873
C -1.754 3.096 -1.693
C 1.662 0.001 -2.581
H -1.606 -0.001 4.812
H -0.836 -2.888 -4.748
H -2.315 -3.663 -4.133
H 4.388 0.003 -4.542
H -2.308 3.668 -4.146
H -2.362 1.953 -4.619
H 2.922 -0.899 -4.981
H 2.921 0.902 -4.982
H 0.750 -0.004 5.164
H -2.072 -0.876 3.322
H -2.366 -1.950 -4.612
H 4.865 0.002 -2.197
H 1.631 0.879 3.882
H -1.340 2.742 0.445
H -2.325 4.010 -1.754
H -0.829 2.888 -4.755
H -2.328 -3.999 -1.740
H 1.629 -0.886 3.881
H -1.340 -2.731 0.452
H 3.429 0.000 0.149
H -2.071 0.877 3.324

Computed properties:
Multiplicity: 1
Total charge: +4
E_HOMO: -22.242 eV
Strongest force on any atom: 1.05 eV/A